87
Properties=species:S:1:pos:R:3:forces:R:3:lowdin_charge:R:1 method="wB97M-V/def2-TZVPD" total_charge=0 spin_multiplicity=1 gap_ev=6.08 homo_energy_ev=-6.44
Cd 0.9760 0.8189 -0.6385 0.026 -0.219 0.602 1.22
C -0.6773 -2.9587 1.9459 -0.096 0.098 -0.050 -0.13
C -0.7952 -1.5599 2.5478 0.044 0.200 -0.450 -0.54
C -0.8915 -1.6046 4.0698 0.072 0.147 -0.194 -0.11
P 0.5655 -0.5077 1.7508 0.277 0.068 0.997 1.02
C 0.9561 0.7716 3.0601 -0.101 -0.060 -0.302 -0.57
C 2.2977 1.4258 2.7530 -0.017 -0.133 -0.032 -0.13
C -0.1531 1.8216 3.0724 0.028 -0.150 0.000 -0.13
C 2.0551 -1.5424 1.7751 -0.170 0.137 -0.384 -0.34
C 2.4293 -2.3075 2.8779 0.231 -0.104 -0.093 -0.08
C 3.5230 -3.1541 2.8603 -0.010 -0.002 0.152 -0.30
C 3.8908 -4.0005 4.0454 -0.002 0.025 -0.128 -0.06
C 4.2759 -3.2146 1.6843 -0.137 0.101 0.116 -0.05
C 3.9613 -2.4448 0.5966 -0.024 0.072 -0.263 -0.03
C 2.8479 -1.5650 0.5910 -0.054 -0.479 0.733 -0.35
N 2.5416 -0.8179 -0.4736 -0.702 0.767 -0.491 -0.09
C 3.4240 -0.6885 -1.5410 0.396 -0.063 -0.552 -0.30
C 4.5882 0.0973 -1.4401 -0.153 -0.022 0.060 -0.21
C 4.9818 0.6974 -0.1219 -0.105 -0.007 -0.116 -0.03
C 5.3532 0.3196 -2.5717 0.012 -0.064 -0.125 -0.02
C 5.0142 -0.2182 -3.8070 -0.028 0.026 -0.081 -0.29
C 5.8505 0.0756 -5.0214 -0.064 0.045 0.031 -0.06
C 3.8823 -1.0191 -3.8884 0.183 0.032 -0.044 -0.06
C 3.0972 -1.2755 -2.7752 0.060 -0.082 0.335 -0.26
C 1.9158 -2.1976 -2.8371 0.000 0.170 0.049 -0.06
H -1.5701 -3.5508 2.1441 -0.098 -0.018 0.024 0.08
H 0.1832 -3.4804 2.3581 0.024 -0.070 -0.018 0.07
H -0.5317 -2.8931 0.8665 -0.004 -0.144 -0.094 0.06
H -1.7268 -1.1061 2.1779 0.150 -0.038 0.028 0.08
H 0.0017 -2.0233 4.5240 0.056 -0.044 0.079 0.06
H -1.7346 -2.2341 4.3561 -0.056 -0.040 0.018 0.08
H -1.0584 -0.6139 4.4859 -0.006 0.055 0.111 0.06
H 1.0266 0.2710 4.0317 -0.065 -0.014 -0.069 0.10
H 2.2336 2.0049 1.8289 0.068 0.044 -0.043 0.05
H 3.0804 0.6771 2.6451 0.088 0.019 -0.028 0.06
H 2.5815 2.1009 3.5580 0.009 0.137 0.067 0.08
H -0.1718 2.3494 2.1137 -0.014 -0.003 0.037 0.06
H 0.0193 2.5550 3.8610 -0.052 0.044 0.035 0.08
H -1.1329 1.3667 3.2214 -0.106 0.065 0.058 0.06
H 1.8499 -2.2435 3.7893 -0.051 -0.013 0.042 0.09
H 3.2486 -3.7747 4.8938 0.002 -0.017 0.114 0.07
H 4.9280 -3.8294 4.3358 0.020 -0.051 0.107 0.07
H 3.7789 -5.0595 3.8069 0.035 -0.072 0.090 0.08
H 5.1295 -3.8787 1.6314 0.071 -0.057 0.007 0.11
H 4.5539 -2.5093 -0.3069 0.085 -0.029 -0.014 0.11
H 4.1388 1.2403 0.3093 0.007 0.008 0.078 0.06
H 5.8199 1.3799 -0.2435 0.041 0.057 0.001 0.08
H 5.2692 -0.0809 0.5860 -0.024 0.003 0.086 0.08
H 6.2424 0.9320 -2.4956 0.099 0.071 0.042 0.11
H 6.9082 0.0925 -4.7629 0.058 0.008 -0.063 0.08
H 5.5960 1.0524 -5.4410 0.063 -0.008 -0.050 0.08
H 5.6923 -0.6753 -5.7934 0.035 -0.012 -0.067 0.07
H 3.6153 -1.4637 -4.8399 -0.012 -0.108 -0.086 0.11
H 1.7127 -2.5226 -3.8549 -0.021 -0.003 -0.089 0.08
H 1.0284 -1.7032 -2.4299 -0.004 -0.164 -0.067 0.04
H 2.1092 -3.0762 -2.2216 -0.099 -0.062 0.061 0.08
N 1.4237 0.9129 -3.9521 -0.185 0.129 -0.070 0.12
C 0.5310 0.8122 -3.2202 0.021 -0.084 -0.225 -0.10
H 2.2678 0.9562 -4.4857 0.123 -0.057 0.011 0.09
N -6.3479 2.7109 -1.1939 0.370 -0.093 0.001 0.17
C -7.7077 2.6176 -1.1253 -0.468 -0.535 0.184 -0.19
C -8.7188 3.5394 -1.3388 -0.029 0.138 -0.036 -0.03
C -10.0106 3.0912 -1.1645 0.027 0.135 -0.057 -0.10
C -10.2837 1.7711 -0.7936 -0.151 -0.180 0.044 -0.10
C -9.2824 0.8494 -0.5818 0.092 0.059 -0.012 -0.01
C -7.9674 1.2759 -0.7464 -0.151 0.944 -0.239 -0.23
N -6.7877 0.6069 -0.5981 0.747 -0.323 0.052 0.18
C -5.8440 1.4736 -0.8685 -0.848 0.072 -0.019 -0.28
C -4.4263 1.1972 -0.8414 1.058 -0.161 0.005 -0.13
C -3.4754 2.1733 -1.1511 -0.295 -0.262 0.116 0.00
C -2.1354 1.8494 -1.0897 0.094 0.144 -0.068 -0.16
N -1.6875 0.6445 -0.7582 0.256 0.118 -0.089 -0.01
C -2.5881 -0.2924 -0.4802 0.008 -0.110 0.074 -0.14
C -3.9523 -0.0728 -0.5008 -0.165 0.321 -0.089 0.01
H -5.8206 3.5301 -1.4405 -0.042 -0.074 0.027 0.15
H -8.5030 4.5581 -1.6261 -0.033 0.088 -0.022 0.11
H -10.8324 3.7729 -1.3207 -0.077 0.069 -0.010 0.10
H -11.3128 1.4698 -0.6723 -0.106 -0.034 0.014 0.10
H -9.4926 -0.1677 -0.2968 -0.056 -0.153 0.048 0.11
H -3.7609 3.1740 -1.4352 0.034 0.110 -0.016 0.10
H -1.3758 2.5871 -1.3160 0.035 0.080 -0.040 0.08
H -2.1851 -1.2630 -0.2246 -0.029 -0.129 0.040 0.10
H -4.6571 -0.8513 -0.2616 -0.046 -0.130 0.028 0.11
C 1.4702 2.9178 -0.9869 -0.160 0.076 0.129 -0.32
H 1.0566 3.5996 -0.2397 0.035 -0.052 0.068 -0.06
H 1.1194 3.2633 -1.9594 -0.061 -0.082 -0.068 -0.07
H 2.5553 3.0380 -0.9797 0.036 -0.066 0.050 -0.06

=====

84
Properties=species:S:1:pos:R:3:forces:R:3:lowdin_spin:R:1 method="wB97M-V/def2-TZVPD" total_charge=+1 spin_multiplicity=4 gap_ev="5.09 / 6.25" homo_energy_ev="-8.32 / -9.50"
C 0.3441 -2.1610 -1.7141 0.197 -0.624 0.987 -0.01
C 1.7251 -1.9527 -1.4206 -0.442 -0.547 0.960 0.01
C 2.0345 -2.6301 -0.1890 -0.992 -0.746 -0.407 -0.01
H 2.4584 -1.4897 -2.0776 -0.299 0.227 0.301 0.00
C 0.8403 -3.3256 0.2485 0.083 0.477 -0.937 0.00
C -0.2264 -2.9802 -0.6788 1.122 -0.296 -0.303 0.01
H -1.2313 -3.4036 -0.7002 0.356 0.209 0.085 0.00
H -0.1711 -1.8334 -2.6186 0.122 0.109 0.491 0.00
H 3.0215 -2.7287 0.2686 -0.424 0.136 -0.168 0.00
H 0.7719 -4.0502 1.0598 0.019 0.392 -0.170 0.00
Cr 0.4345 -1.2212 0.5149 0.276 -0.046 -1.901 2.01
C -0.1441 1.0359 -1.0862 -0.470 0.994 -0.929 0.18
H 0.6648 0.3396 -1.3406 -0.316 0.350 -0.004 0.01
H -1.1206 0.5457 -0.9709 0.283 0.062 0.053 0.01
H 0.0887 1.7025 -0.2505 0.004 -0.067 -0.022 0.01
Si -0.4250 2.3556 -2.8772 0.884 -1.840 3.192 0.33
C -0.9685 4.0574 -2.3840 -0.722 0.335 -0.352 0.01
C -2.2124 4.5742 -2.7933 0.317 0.408 0.207 0.02
H -2.8875 3.9400 -3.3701 0.034 0.220 0.168 0.00
C -2.5557 5.9014 -2.5135 0.050 -0.176 0.055 0.00
H -3.5089 6.3059 -2.8596 0.266 -0.156 0.139 0.00
C -1.6721 6.7176 -1.7992 0.104 -0.277 -0.065 0.01
H -1.9470 7.7451 -1.5558 0.091 -0.291 -0.137 0.00
C -0.4281 6.2162 -1.4061 -0.129 -0.186 -0.047 0.00
H 0.2783 6.8579 -0.8811 -0.182 -0.141 -0.097 0.00
C -0.0729 4.8958 -1.7009 -0.250 0.111 -0.076 0.01
H 0.9171 4.5305 -1.4214 -0.229 0.078 -0.058 0.00
C 1.3219 2.4708 -3.4960 0.110 0.232 -0.605 0.01
C 1.5131 3.1584 -4.7125 0.389 -0.518 -0.213 0.02
H 0.6987 3.7487 -5.1432 0.240 -0.279 0.087 0.01
C 2.7196 3.0390 -5.4103 0.134 0.051 0.243 0.00
H 2.8294 3.4882 -6.3994 -0.013 -0.044 0.354 0.00
C 3.7861 2.3303 -4.8447 -0.359 -0.053 0.191 0.00
H 4.7249 2.2260 -5.3868 -0.234 0.016 0.113 0.00
C 3.6471 1.7661 -3.5701 -0.130 0.252 0.053 0.00
H 4.4801 1.2296 -3.1102 -0.182 0.262 -0.145 0.00
C 2.4317 1.8634 -2.8828 0.075 -0.173 -0.512 0.00
H 2.3527 1.4516 -1.8746 -0.047 -0.053 -0.388 0.00
H -1.4352 1.7486 -4.0575 0.413 -0.109 1.063 0.14
H -1.0886 2.5055 -4.3711 -0.201 1.128 -1.916 0.21
C -4.2515 -1.8031 5.7751 -0.115 0.112 -0.092 0.00
C -2.7382 -1.7680 6.0067 0.053 -0.048 0.068 0.00
C -2.4325 -0.5962 6.9472 0.004 0.069 -0.069 0.00
C -2.3197 -3.0656 6.7076 0.182 -0.191 -0.014 0.00
C -1.9965 -1.6500 4.6655 0.095 -0.097 0.278 0.00
C -2.4287 -2.3679 3.5399 -0.048 0.230 -0.280 0.00
C -1.8290 -2.1523 2.3057 0.422 0.301 0.476 0.00
N -0.7189 -1.3892 2.1724 -0.273 0.479 0.838 0.00
C -0.2138 -0.7572 3.2789 -1.251 -1.091 0.011 0.00
C -0.8526 -0.8614 4.5250 0.242 0.097 -0.601 0.00
C 1.0543 -0.0740 3.0695 1.679 0.586 -0.510 0.00
C 1.7927 0.5634 4.0732 -0.433 -0.343 -0.432 0.00
C 3.0574 1.0909 3.7974 0.093 0.057 0.335 0.00
C 3.5507 0.9673 2.4908 -0.074 -0.072 -0.086 0.00
C 2.7921 0.3186 1.5236 -0.608 0.088 0.711 0.00
N 1.5683 -0.1820 1.8018 0.148 0.276 0.728 0.00
C 3.8574 1.7162 4.9554 -0.042 0.032 -0.020 0.00
C 5.1730 2.3331 4.4784 -0.062 -0.035 -0.019 0.00
C 3.0349 2.8209 5.6352 -0.067 0.167 -0.136 0.00
C 4.1790 0.6333 5.9987 0.083 -0.182 -0.081 0.00
H -4.7646 -1.8272 6.7427 0.067 -0.031 -0.180 0.00
H -4.5582 -2.6877 5.2100 -0.035 0.142 0.091 0.00
H -4.5779 -0.9054 5.2387 -0.047 -0.146 0.042 0.00
H -3.0692 -0.6753 7.8366 0.156 0.005 -0.184 0.00
H -1.3928 -0.6062 7.2897 -0.110 0.058 -0.040 0.00
H -2.6498 0.3623 6.4642 0.078 -0.056 0.095 0.00
H -2.5735 -3.9429 6.1024 0.062 0.086 0.100 0.00
H -1.2401 -3.0743 6.8998 -0.164 -0.052 -0.026 0.00
H -2.8384 -3.1500 7.6703 0.081 0.004 -0.192 0.00
H -3.2517 -3.0813 3.6046 0.172 0.396 -0.058 0.00
H -2.2341 -2.5805 1.3891 0.261 -0.039 0.292 0.00
H -0.4179 -0.3283 5.3699 -0.325 -0.189 -0.214 0.00
H 1.3654 0.6113 5.0768 0.308 0.065 -0.342 0.00
H 4.5325 1.3438 2.2054 -0.305 -0.078 0.178 0.00
H 3.1527 0.1716 0.5050 -0.117 0.057 0.283 0.00
H 4.9817 3.1614 3.7863 0.149 -0.140 0.047 0.00
H 5.7120 2.7289 5.3474 -0.063 -0.058 -0.230 0.00
H 5.8073 1.5819 3.9949 0.001 0.192 0.066 0.00
H 2.0741 2.4547 6.0125 0.156 0.085 -0.029 0.00
H 3.6017 3.2271 6.4826 -0.142 -0.091 -0.173 0.00
H 2.8450 3.6390 4.9289 -0.046 -0.114 0.176 0.00
H 3.2730 0.1940 6.4323 0.152 0.067 -0.076 0.00
H 4.7743 -0.1698 5.5466 -0.114 0.088 0.133 0.00
H 4.7674 1.0786 6.8113 -0.150 -0.114 -0.155 0.00